Entry from the Open Molecules 2025 dataset: a structure of composition C2H7NO (the ωB97M-V functional and the def2-TZVPD basis).

The energy above the lowest of the compared OMol25 structures with the same formula, charge and spin comes out at 56.5 kcal/mol. The calculation puts the orbital gap at 8.8 eV. For the LUMO energy, the calculation gives 0.286 eV.

Positions of all 11 atoms, in Å:
1 C 1.825 -0.365 -1.100
2 N 0.635 -0.701 -0.814
3 H 2.005 0.648 -1.470
4 H 2.693 -0.955 -0.840
5 H 0.451 -1.551 -0.290
6 H -0.355 0.194 -0.629
7 C -1.452 0.530 1.102
8 O -1.449 0.431 -0.315
9 H -0.479 0.799 1.553
10 H -2.057 1.404 1.360
11 H -1.818 -0.434 1.441